Density functional theory data (ωB97M-V/def2-TZVPD) for a cluster of 2 separate species, C5H11NO2 in total.

Cartesian coordinates (Å):
C: 0.872 0.681 -0.194
C: 1.751 0.236 0.920
C: 1.484 0.662 -1.579
H: 0.310 1.590 0.014
H: -0.001 -0.223 -0.282
H: 1.546 0.758 1.852
H: 0.745 0.882 -2.348
H: 2.276 1.410 -1.650
H: 1.534 -0.848 1.119
H: 2.811 0.303 0.678
H: 1.925 -0.314 -1.787
C: -2.528 0.109 0.117
C: -1.863 -1.093 0.740
N: -0.605 -1.441 0.181
O: 0.267 -2.073 0.798
O: -2.406 -1.859 1.499
H: -3.607 -0.047 0.110
H: -2.312 0.993 0.719
H: -2.198 0.275 -0.907

* orbital gap (alpha / beta): 7.764 / 7.760 eV
* structure (SMILES): CC(=O)N=O.CCC

natural (NBO) charges, unit e, in atom order: -0.31, -0.64, -0.62, 0.21, 0.22, 0.22, 0.21, 0.22, 0.25, 0.22, 0.22, -0.72, 0.61, -0.02, -0.29, -0.50, 0.25, 0.24, 0.23

=====

Density functional theory data (ωB97M-V/def2-TZVPD) for a structure of composition C12H14BF5N6Pd.

Cartesian coordinates (Å):
H: 1.360 -2.795 -1.008
N: -0.180 -1.448 -0.582
B: -2.337 -0.289 -0.240
N: -1.536 -1.457 -0.883
C: -1.865 -2.564 -1.591
Pd: 1.294 0.978 0.605
H: -2.885 -2.765 -1.894
C: -0.689 -3.298 -1.775
H: -0.579 -4.251 -2.261
C: 0.318 -2.554 -1.124
H: -3.488 -0.296 -0.578
C: 2.729 2.216 1.181
H: 3.744 1.836 0.989
H: 2.539 2.157 2.272
H: 2.602 3.237 0.793
N: -1.607 1.047 -0.667
N: -2.155 -0.453 1.272
N: -0.245 1.395 -0.497
N: -0.911 -0.257 1.778
C: -2.151 1.916 -1.541
C: -3.016 -0.567 2.294
H: -3.203 1.851 -1.802
H: -4.056 -0.757 2.086
C: -1.172 2.781 -1.993
C: -2.284 -0.504 3.472
C: 0.006 2.435 -1.325
C: -0.955 -0.264 3.111
H: -1.295 3.578 -2.703
H: -2.641 -0.705 4.466
H: 1.000 2.876 -1.344
H: -0.081 0.016 3.680
H: -0.101 -0.293 1.085
F: 3.442 1.345 -1.414
C: 2.710 0.298 -0.897
F: 2.017 -0.275 -1.953
C: 3.686 -0.776 -0.367
F: 4.349 -1.352 -1.398
F: 4.616 -0.262 0.469
F: 3.021 -1.778 0.285

* orbital gap (alpha / beta): 8.188 / 5.020 eV
* ⟨S²⟩: 6.015
* multiplicity: 5
* charge: +2

natural (NBO) charges, unit e, in atom order: 0.27, -0.22, 0.52, -0.25, 0.10, 0.94, 0.28, 0.01, 0.28, 0.00, 0.02, -0.79, 0.25, 0.23, 0.25, -0.33, -0.30, -0.40, -0.32, 0.06, 0.08, 0.26, 0.27, -0.30, -0.29, 0.01, 0.05, 0.27, 0.28, 0.25, 0.26, 0.40, -0.29, 0.45, -0.31, 0.89, -0.28, -0.29, -0.33

=====

Density functional theory data (ωB97M-V/def2-TZVPD) for the molecule C2HN3O3.

Cartesian coordinates (Å):
C: -0.879 0.982 -0.022
C: -1.028 -0.570 -0.051
H: 2.044 -1.382 0.113
N: 0.505 1.475 0.063
N: 1.598 0.747 -0.011
N: 1.327 -0.558 -0.270
O: -1.806 1.706 -0.010
O: 0.177 -1.076 0.273
O: -1.938 -1.325 -0.085

* orbital gap: 8.860 eV
* structure (SMILES): O=c1nn[nH]oc1=O

natural (NBO) charges, unit e, in atom order: 0.52, 0.67, 0.41, -0.29, 0.09, -0.15, -0.42, -0.38, -0.46

=====

Density functional theory data (ωB97M-V/def2-TZVPD) for a structure of composition C12H6BrF3O2Sn.

Cartesian coordinates (Å):
Sn: 0.985 -0.892 2.371
Br: -0.155 1.650 2.683
C: -0.130 2.087 0.827
C: -0.592 3.312 0.479
C: -0.580 3.669 -0.888
C: -0.113 2.787 -1.816
C: 0.370 1.506 -1.439
C: 0.859 0.597 -2.411
C: 1.325 -0.626 -2.041
C: 1.325 -1.001 -0.674
C: 0.859 -0.170 0.310
C: 0.375 1.115 -0.072
H: -0.968 4.000 1.226
H: -0.944 4.644 -1.183
H: -0.104 3.054 -2.868
H: 0.854 0.900 -3.454
H: 1.698 -1.318 -2.788
H: 1.700 -1.985 -0.419
F: -0.925 -3.471 0.094
C: -0.667 -3.727 1.381
F: -0.889 -5.006 1.615
F: 0.680 -3.514 1.569
C: -1.485 -2.791 2.301
O: -2.491 -3.230 2.798
O: -0.987 -1.590 2.399

* orbital gap: 8.636 eV

natural (NBO) charges, unit e, in atom order: 1.16, 0.14, -0.05, -0.24, -0.21, -0.16, -0.08, -0.17, -0.20, -0.22, -0.47, -0.03, 0.23, 0.22, 0.22, 0.21, 0.22, 0.21, -0.31, 0.88, -0.29, -0.35, 0.70, -0.55, -0.84

=====

Number 1: energy -402.2012 a.u.. Number 2: energy -1445.4468 a.u.. Number 3: energy -466.6411 a.u.. Number 4: energy -3699.3105 a.u..